[1]
Below is one molecule with the formula C21H25N3O4 in a non-equilibrium geometry, with properties calculated with ωB97M-V with the def2-TZVPD basis set.

Structure (XYZ):
```
53
Properties=species:S:1:pos:R:3:forces:R:3:mulliken_charge:R:1
C -5.24453 -3.32071 1.99702 0.01 0.24 0.04 -1.33
C -5.43456 -1.83029 1.74505 -0.04 -0.24 -0.23 -0.22
C -6.07675 -1.56558 0.38495 0.02 0.18 0.26 -0.55
C -6.28695 -0.06864 0.13293 0.00 -0.08 0.06 -1.07
C -4.97388 0.69982 0.15812 -0.55 -0.23 -0.15 0.54
O -4.67594 1.46749 1.04184 0.14 0.21 0.24 -0.61
N -4.18399 0.41031 -0.91887 -0.06 -0.28 -0.34 -0.04
C -2.90258 0.87495 -1.22416 0.40 0.12 -0.06 0.87
C -2.23733 0.28524 -2.29869 -0.07 0.05 0.13 -0.70
C -0.97033 0.70737 -2.65274 -0.02 0.04 -0.04 -0.94
C -0.34034 1.71096 -1.93876 -0.06 0.08 -0.02 -0.44
C -0.99789 2.30014 -0.86452 -0.24 -0.28 -0.35 0.23
C -0.38785 3.41614 -0.09196 0.04 0.02 0.03 -0.06
O -0.98369 4.42288 0.23000 -0.09 -0.03 0.03 -0.63
N 0.92662 3.26123 0.25793 0.46 0.94 0.53 -0.27
N 1.63699 2.14999 0.02474 0.42 -0.76 -0.03 0.02
C 2.84184 2.07681 0.43458 -0.50 0.87 0.19 -0.22
C 3.63746 0.89821 0.19186 0.42 -0.57 -0.10 0.00
C 3.10864 -0.19802 -0.48415 0.26 0.35 0.25 -0.83
C 3.85312 -1.33395 -0.72729 0.20 -0.40 -0.11 -0.79
C 5.17122 -1.39099 -0.28471 -0.11 0.21 0.05 0.56
O 6.00994 -2.44660 -0.45688 0.04 0.33 0.16 -0.45
C 5.52987 -3.58591 -1.13019 -0.10 -0.20 -0.12 -0.85
C 5.72219 -0.30349 0.39573 0.20 -0.06 0.05 -0.34
C 4.97631 0.83584 0.63928 -0.36 -0.20 -0.22 0.74
O 5.45023 1.92860 1.29379 -0.34 -0.06 -0.15 -0.43
C 6.77657 1.91304 1.76556 0.25 0.02 0.10 -0.93
C -2.28056 1.89632 -0.51523 0.06 0.16 0.14 -0.35
H -4.59716 -3.75853 1.23968 0.06 -0.10 -0.06 0.34
H -6.20130 -3.83829 1.96980 -0.08 -0.11 0.00 0.32
H -4.79199 -3.48775 2.97112 0.04 -0.11 0.08 0.38
H -6.06557 -1.40505 2.52757 0.03 0.10 0.03 0.28
H -4.46797 -1.32498 1.79403 0.00 0.07 0.07 0.28
H -7.04565 -2.06886 0.33915 0.02 -0.04 -0.07 0.38
H -5.44704 -1.99676 -0.39846 -0.04 -0.08 -0.05 0.32
H -6.77755 0.08356 -0.83139 -0.03 0.05 0.01 0.37
H -6.92350 0.34544 0.91559 0.06 0.06 -0.07 0.35
H -4.54469 -0.27239 -1.57125 -0.02 0.14 0.18 0.22
H -2.72078 -0.50352 -2.85964 -0.04 -0.09 -0.04 0.35
H -0.47055 0.24854 -3.49314 0.03 -0.02 -0.07 0.41
H 0.64613 2.04076 -2.22099 0.05 -0.01 -0.02 0.53
H 1.34385 4.02989 0.79266 -0.24 -0.23 -0.22 0.25
H 3.32031 2.89633 0.97865 -0.12 0.02 -0.04 0.45
H 2.08422 -0.13432 -0.81506 -0.13 -0.03 -0.05 0.51
H 3.40347 -2.15977 -1.25387 -0.02 -0.09 -0.04 0.39
H 4.68267 -4.03602 -0.60349 0.03 0.03 -0.03 0.34
H 6.36004 -4.29029 -1.14499 -0.09 0.02 -0.02 0.26
H 5.23652 -3.35071 -2.15805 0.00 -0.01 0.05 0.34
H 6.74584 -0.39610 0.71837 0.12 0.03 0.06 0.47
H 6.93333 1.11200 2.49428 -0.01 0.02 -0.04 0.36
H 6.92639 2.87631 2.25092 0.04 -0.09 -0.03 0.25
H 7.49268 1.80553 0.94518 -0.04 -0.01 0.03 0.35
H -2.78547 2.37379 0.30812 -0.02 0.02 0.01 0.63
```
Forces are in eV/Å.

Properties
HOMO: -7.8351 eV
calculated total energy: -1280.4418 a.u.
ΔE to the lowest compared entry with this formula, charge and spin: 3.211 eV
SMILES: CCCCC(=O)Nc1cccc(C(=O)N/N=C/c2ccc(OC)cc2OC)c1
frontier orbital gap: 8.40 eV
strongest force on any atom: 1.18 eV Å⁻¹

[2]
Below is one molecule with the formula C26H30N6O2 in a non-equilibrium geometry, with properties calculated with ωB97M-V with the def2-TZVPD basis set.

Structure (XYZ):
```
64
Properties=species:S:1:pos:R:3:forces:R:3:mulliken_charge:R:1
C -1.88402 -4.97781 -0.20077 0.13 -0.21 -0.18 -0.81
O -2.43711 -3.94073 0.58117 -0.16 0.29 0.10 -0.51
C -1.58685 -2.99665 1.07524 0.17 0.19 0.23 0.53
C -2.18544 -1.88471 1.67136 0.05 -0.26 0.03 -0.38
C -1.41490 -0.83356 2.11657 -0.04 -0.09 -0.01 -0.37
C -0.03138 -0.87272 1.98234 0.21 -0.04 0.00 0.50
C 0.80697 0.29478 2.43732 -0.10 -0.62 0.34 -1.03
N 0.37843 1.51940 1.81970 0.37 1.08 -1.06 0.91
N -0.65053 2.22408 2.30055 -0.25 -0.69 0.99 -0.52
N -0.80360 3.24014 1.56057 -0.66 0.62 0.20 -0.62
N 0.08720 3.25598 0.58102 0.78 -0.04 -0.70 -0.38
C 0.82810 2.17576 0.72506 -0.28 0.03 0.63 0.00
C 1.99092 1.82987 -0.13499 0.17 -0.09 -0.09 -0.59
N 2.02678 0.43572 -0.54444 -0.15 -0.09 0.09 0.76
C 1.25495 0.19705 -1.76532 -0.11 -0.04 -0.09 -2.13
C -0.23010 0.16415 -1.52884 0.05 0.39 -0.14 0.89
C -0.98761 1.27633 -1.39966 0.27 -0.38 -0.19 0.18
C -2.37516 1.21230 -1.07380 -0.38 -0.33 0.09 0.69
C -3.13945 2.34819 -0.78570 -0.15 -0.24 0.03 -0.68
C -4.46696 2.23911 -0.43028 0.08 0.07 -0.02 0.74
C -5.28681 3.45177 -0.11390 -0.04 -0.01 -0.07 -1.60
C -5.04913 0.96675 -0.38037 0.20 -0.03 -0.05 -0.82
C -4.32217 -0.16686 -0.66189 0.01 -0.05 0.01 -0.67
C -2.97332 -0.05736 -1.00112 -0.03 0.69 -0.03 -0.30
N -2.20892 -1.15691 -1.28036 -0.09 -0.28 -0.10 0.12
C -0.85549 -1.15579 -1.51650 -0.35 -0.04 -0.02 -0.07
O -0.27847 -2.20968 -1.74420 0.24 -0.19 -0.16 -0.71
C 3.36680 -0.13100 -0.64526 0.18 -0.03 0.06 -0.40
C 4.34455 0.60932 -1.60212 0.00 -0.02 -0.02 -0.94
C 5.62837 0.84826 -0.80164 0.08 -0.10 -0.08 -0.71
C 5.58986 -0.22060 0.28724 -0.03 0.15 0.12 -0.80
C 4.11949 -0.23926 0.69302 0.05 -0.16 -0.16 -0.71
C 0.56153 -1.99467 1.43079 -0.13 0.15 0.20 -0.30
C -0.20168 -3.05855 0.98678 -0.24 -0.32 0.04 -0.55
H -1.27927 -5.65803 0.40669 -0.01 0.03 -0.01 0.33
H -1.27511 -4.57185 -1.01448 -0.02 -0.02 0.04 0.30
H -2.73285 -5.52405 -0.61006 0.09 0.00 0.02 0.26
H -3.26064 -1.85668 1.75417 -0.15 0.01 -0.01 0.47
H -1.88647 0.03629 2.55057 -0.08 0.05 0.03 0.48
H 0.70142 0.43430 3.51878 0.15 0.05 -0.17 0.45
H 1.85273 0.12718 2.18251 -0.09 0.06 0.09 0.11
H 2.89717 2.06569 0.43139 -0.05 0.02 -0.11 0.62
H 1.95291 2.52270 -0.99157 0.07 -0.04 0.12 0.20
H 1.53062 -0.78689 -2.14948 0.04 0.13 -0.02 0.66
H 1.48668 0.95529 -2.53281 0.03 -0.06 0.04 0.29
H -0.54975 2.25835 -1.50796 0.06 0.03 -0.04 0.70
H -2.65963 3.31482 -0.81790 0.06 0.14 0.01 0.34
H -5.90887 3.27651 0.76134 -0.05 0.07 0.07 0.39
H -4.64669 4.30880 0.07539 -0.01 0.10 0.04 0.36
H -5.94485 3.68938 -0.95030 -0.07 0.09 0.00 0.31
H -6.09071 0.87683 -0.10758 -0.11 -0.03 0.04 0.42
H -4.78050 -1.14399 -0.61271 -0.07 -0.12 0.01 0.48
H -2.65523 -2.06665 -1.25180 0.19 0.07 0.00 0.30
H 3.21742 -1.15035 -1.01281 0.01 0.08 0.02 0.81
H 3.91779 1.54648 -1.95664 -0.06 0.02 -0.11 0.23
H 4.54771 -0.00970 -2.47564 -0.02 0.04 -0.07 0.35
H 5.61163 1.83882 -0.34284 0.03 0.04 0.02 0.29
H 6.52070 0.77953 -1.42176 0.05 0.10 0.01 0.37
H 5.87397 -1.18807 -0.12901 0.05 -0.07 0.00 0.32
H 6.25104 0.00466 1.12300 0.06 -0.08 0.01 0.41
H 3.91830 0.61822 1.33678 -0.04 0.04 0.05 0.37
H 3.84974 -1.14351 1.23677 -0.10 0.01 0.08 0.18
H 1.63415 -2.03920 1.32626 0.16 0.02 -0.04 0.11
H 0.29178 -3.90700 0.54410 0.01 -0.08 -0.12 0.37
```
Forces are in eV/Å.

Properties
HOMO: -8.0847 eV
calculated total energy: -1487.7816 a.u.
ΔE to the lowest compared entry with this formula, charge and spin: 0.162 eV
SMILES: COc1ccc(Cn2nnnc2CN(Cc2cc3cc(C)ccc3[nH]c2=O)C2CCCC2)cc1
frontier orbital gap: 8.49 eV
strongest force on any atom: 1.56 eV Å⁻¹

[3]
Below is C25H27AsCl2LuO as an isolated structure in a non-equilibrium geometry, with properties calculated with ωB97M-V with the def2-TZVPD basis set.

Structure (XYZ):
```
57
Properties=species:S:1:pos:R:3:forces:R:3:mulliken_charge:R:1
Lu -0.83146 -1.17425 -0.43576 0.43 0.81 -0.04 1.12
Cl -2.69001 0.17475 -1.30478 -0.50 0.54 -0.28 -0.66
Cl 0.58795 -2.83387 -1.55295 0.52 -0.26 -0.44 -0.65
C -2.18661 -2.62660 0.34985 -1.60 -1.73 0.87 -0.98
H -2.07497 -3.72442 0.45181 -0.04 0.44 -0.11 0.33
H -3.20775 -2.35675 0.68734 0.29 -0.12 -0.08 0.34
C 1.39687 1.82494 -1.02730 0.77 1.77 1.05 -0.11
C 1.03280 0.70005 -1.56086 -0.13 -2.20 -1.34 -0.50
H 1.78929 1.86764 -0.01075 0.17 -0.19 -0.33 0.10
C 0.34979 0.60089 -2.90979 -0.31 0.25 -0.39 -0.73
H 1.34167 -0.27071 -1.11875 -0.30 0.73 0.08 1.14
C 0.61501 1.82090 -3.81088 0.20 -0.22 0.15 -0.94
H 0.59722 -0.34345 -3.41476 0.09 0.26 0.15 0.40
H -0.74630 0.58535 -2.75538 0.44 -0.17 0.05 0.18
C 0.50028 3.12415 -3.01828 -0.12 -0.09 0.22 -0.67
H 1.60850 1.73730 -4.26480 0.03 0.05 0.06 0.33
H -0.11024 1.83142 -4.63255 0.12 -0.02 0.07 0.38
C 1.38687 3.13536 -1.75851 -0.31 0.27 -0.48 -0.77
H 0.77577 3.96942 -3.65366 -0.11 0.04 0.01 0.32
H -0.55224 3.24884 -2.73221 0.16 0.04 0.04 0.30
H 2.41796 3.36115 -2.08237 -0.14 -0.09 0.26 0.32
H 1.08953 3.95591 -1.09247 0.03 -0.14 -0.10 0.31
O -0.12736 -0.33877 1.32388 0.28 0.61 0.56 -0.24
As -0.20649 -0.55173 3.03837 -0.23 -1.72 0.33 1.16
C 1.24102 0.50280 3.73489 0.44 0.17 0.03 -0.33
C 1.46020 0.57924 5.11948 0.35 0.36 -0.30 -0.22
C 2.45150 1.43824 5.61198 -0.14 -0.16 -0.28 -0.62
C 3.20728 2.21723 4.72664 -0.12 -0.11 -0.16 -0.38
C 2.99257 2.12531 3.34561 -0.10 -0.11 0.24 -0.25
C 2.01492 1.25683 2.85025 0.12 0.17 0.26 -0.32
C -1.84897 0.26743 3.61968 -0.08 -0.39 -0.48 0.39
C -2.67988 -0.39015 4.53453 -0.49 0.42 0.22 -0.34
C -3.79468 0.28185 5.05436 0.45 -0.26 -0.26 -0.50
C -4.06482 1.59962 4.66407 0.11 0.24 -0.15 -0.43
C -3.24454 2.24147 3.72714 0.12 -0.32 0.16 -0.60
C -2.14503 1.56624 3.18426 -0.22 0.23 0.24 -0.48
C 0.01007 -2.42098 3.42571 0.31 2.05 -0.01 0.04
C -1.03775 -3.31700 3.20059 -0.90 -1.15 -0.14 -0.21
C -0.90836 -4.65035 3.61320 0.07 0.70 -0.24 -0.90
C 0.28974 -5.09323 4.18169 -0.23 -0.46 0.22 -0.54
C 1.36878 -4.20862 4.33759 0.07 1.14 -0.22 -0.53
C 1.23425 -2.86798 3.95616 0.51 -1.08 0.48 -0.54
H 0.86260 -0.02366 5.80264 0.06 0.11 -0.18 0.43
H 2.62877 1.49565 6.68824 -0.04 0.01 -0.33 0.35
H 3.96909 2.89665 5.11508 -0.22 -0.20 -0.11 0.35
H 3.58031 2.72732 2.64931 -0.12 -0.16 0.25 0.40
H 1.83907 1.15777 1.77894 0.00 -0.02 0.38 0.02
H -2.45936 -1.41529 4.83551 0.01 0.26 -0.04 0.36
H -4.44688 -0.22722 5.76573 0.16 0.14 -0.20 0.37
H -4.92006 2.12949 5.08882 0.23 -0.16 -0.14 0.34
H -3.45701 3.26574 3.41291 0.00 -0.32 0.09 0.35
H -1.52488 2.03664 2.41937 -0.18 -0.11 0.19 0.34
H -1.90380 -2.99767 2.61060 0.19 -0.15 0.46 0.57
H -1.73637 -5.34895 3.46221 0.28 0.24 -0.03 0.36
H 0.38875 -6.13384 4.49295 0.00 0.25 -0.08 0.34
H 2.31073 -4.55828 4.76619 -0.24 0.10 -0.18 0.36
H 2.06500 -2.16816 4.06047 -0.14 -0.25 0.05 0.32
```
Forces are in eV/Å.

Properties
net charge: -1
HOMO (alpha / beta): -4.4667 / -1.0232 eV
calculated total energy: -5435.8242 a.u.
ΔE to the lowest compared entry with this formula, charge and spin: 0.000 eV
frontier orbital gap (alpha / beta): 7.08 / 3.64 eV
strongest force on any atom: 2.58 eV Å⁻¹

[4]
Below is one molecule with the formula C27H31NO4, with properties calculated with ωB97M-V with the def2-TZVPD basis set.

Structure (XYZ):
```
63
Properties=species:S:1:pos:R:3:forces:R:3:mulliken_charge:R:1
C 4.93520 -2.11055 -1.11943 -0.20 -0.09 0.36 -0.77
C 4.37656 -2.87270 0.07738 0.33 -0.15 -0.35 -0.29
O 3.68620 -2.03064 0.98287 -0.42 0.27 0.12 -0.55
C 2.39129 -1.71024 0.62872 0.08 -0.03 -0.01 0.99
C 1.35869 -2.58844 0.90610 0.28 0.13 0.06 -0.69
C 0.04456 -2.25041 0.63449 -0.11 0.23 -0.01 -0.45
C -0.25173 -1.02534 0.06122 0.00 -0.27 0.32 0.87
C -1.68659 -0.62848 -0.21143 0.20 0.28 -0.30 -0.89
C -1.95859 -0.29148 -1.68291 -0.12 -0.25 0.03 -0.71
C -1.88966 -1.52144 -2.59226 0.00 0.22 0.10 -1.55
C -0.50546 -2.09186 -2.72433 -0.05 -0.22 -0.22 0.63
C 0.51344 -1.34102 -3.29835 -0.03 -0.08 -0.05 -0.19
C 1.78415 -1.86563 -3.43988 0.06 0.07 -0.09 -0.54
C 2.05604 -3.15527 -3.01482 0.07 -0.09 0.00 -0.27
C 1.04922 -3.91171 -2.44361 0.06 -0.11 -0.03 -0.76
C -0.22115 -3.38265 -2.30224 -0.02 0.03 -0.16 -0.42
N -2.08106 0.47746 0.66059 -0.18 -0.24 0.16 0.05
C -1.80623 1.78375 0.48116 -0.19 -0.23 0.14 0.77
O -1.19094 2.23041 -0.47350 0.18 0.14 -0.21 -0.72
C -2.28519 2.70815 1.56180 -0.13 0.18 0.16 0.12
C -1.64459 3.94266 1.60772 -0.04 -0.13 -0.02 -0.52
C -1.98013 4.90785 2.53606 -0.02 0.07 0.07 -0.86
C -2.99167 4.64493 3.44043 0.05 0.00 -0.07 -0.55
C -3.65594 3.43135 3.41046 -0.21 -0.21 0.11 -0.72
C -3.31597 2.45164 2.48320 0.12 0.13 -0.06 0.96
O -3.95385 1.24143 2.42142 0.29 0.23 -0.14 -0.41
C -5.06844 1.00778 3.25060 -0.20 -0.08 0.19 -1.02
C 0.77905 -0.13975 -0.22576 0.24 0.13 0.01 -0.56
C 2.10075 -0.46303 0.04629 -0.03 -0.22 0.12 -0.18
O 3.15719 0.34663 -0.21247 0.13 -0.21 0.13 -0.45
C 2.91994 1.60674 -0.80758 0.03 0.36 -0.17 -0.09
C 4.26876 2.28375 -0.99530 -0.34 -0.30 0.11 -1.50
H 5.56373 -1.29552 -0.77124 0.08 0.08 -0.01 0.29
H 4.12343 -1.69335 -1.70891 -0.04 0.06 -0.10 -0.07
H 5.52444 -2.77926 -1.74253 0.07 -0.09 -0.10 0.43
H 5.19364 -3.30585 0.66221 -0.12 -0.03 -0.09 0.37
H 3.71547 -3.68175 -0.26465 0.06 0.05 0.10 0.23
H 1.59760 -3.54043 1.35692 0.08 -0.08 0.06 0.49
H -0.74608 -2.94772 0.87005 -0.12 -0.08 0.00 0.42
H -2.33357 -1.46909 0.06847 0.08 0.09 -0.02 0.52
H -2.96131 0.13885 -1.74470 0.04 0.07 -0.02 0.54
H -1.25461 0.46558 -2.01995 -0.07 0.03 -0.01 0.22
H -2.24221 -1.22488 -3.58434 -0.06 -0.07 0.04 0.45
H -2.56714 -2.29115 -2.21479 -0.05 -0.04 -0.07 0.38
H 0.30572 -0.33869 -3.64450 -0.02 0.15 -0.03 0.39
H 2.56454 -1.27053 -3.89326 0.07 0.05 -0.03 0.42
H 3.04538 -3.57116 -3.13591 0.10 -0.02 0.00 0.50
H 1.25177 -4.91980 -2.11140 0.02 -0.09 0.04 0.39
H -1.00373 -3.98413 -1.86146 -0.10 -0.04 0.07 0.32
H -2.55767 0.22253 1.50957 -0.01 0.10 -0.06 0.34
H -0.87078 4.12250 0.87654 0.03 -0.02 -0.05 0.45
H -1.46241 5.85421 2.55157 0.05 0.08 0.00 0.39
H -3.27522 5.38345 4.17551 -0.03 0.05 0.06 0.39
H -4.44468 3.25498 4.12442 -0.07 -0.05 0.04 0.40
H -4.78970 1.00097 4.30899 -0.02 0.02 -0.06 0.39
H -5.85664 1.74710 3.08239 0.06 -0.01 0.00 0.37
H -5.43622 0.02141 2.97084 -0.01 0.08 0.06 0.26
H 0.53074 0.81604 -0.65437 0.01 0.12 -0.09 0.37
H 2.42080 1.47716 -1.77788 -0.03 0.01 0.13 0.29
H 2.27297 2.21659 -0.16293 -0.01 -0.11 -0.09 0.27
H 4.13156 3.26546 -1.43963 0.01 0.11 -0.05 0.44
H 4.89975 1.68213 -1.64418 0.09 -0.02 -0.08 0.32
H 4.76477 2.39108 -0.03458 0.07 0.05 0.08 0.32
```
Forces are in eV/Å.

Properties
HOMO: -7.8809 eV
calculated total energy: -1403.1732 a.u.
ΔE to the lowest compared entry with this formula, charge and spin: 0.089 eV
SMILES: CCOc1ccc([C@H](CCc2ccccc2)NC(=O)c2ccccc2OC)cc1OCC
frontier orbital gap: 8.47 eV
strongest force on any atom: 0.51 eV Å⁻¹